Record 1
DFT (the ωB97M-V functional and the def2-TZVPD basis) results for a molecular structure, C9H32O9Y2.

Each line ends with the Löwdin charge.
Atoms and positions in Å:
Y 0.590 0.043 3.618  1.805
Y -1.963 -2.685 1.418  1.904
O -1.650 -0.707 0.151  -0.415
C -0.424 -0.290 -0.562  -0.241
C 0.781 0.305 0.245  -0.299
O 0.538 1.019 1.458  -0.426
H -0.649 0.616 -1.124  0.088
H -0.205 -1.108 -1.248  0.095
H 1.588 0.691 -0.379  0.131
H 1.162 -0.628 0.660  0.058
C 3.930 2.904 2.199  -0.023
O 3.158 4.018 2.647  0.127
H 4.587 3.057 1.343  0.130
H 4.496 2.612 3.084  0.123
H 3.287 2.047 2.005  0.069
H 2.473 3.805 3.285  0.123
C -3.552 1.047 -2.478  0.090
O -2.888 2.254 -1.979  0.280
H -4.553 1.186 -2.885  0.152
H -2.937 0.615 -3.268  0.170
H -3.578 0.225 -1.763  0.108
H -3.143 2.966 -2.570  0.172
C -5.860 0.451 1.343  -0.075
O -4.376 0.328 1.378  -0.164
H -6.254 0.932 0.448  0.088
H -6.360 -0.516 1.290  0.080
H -6.286 0.834 2.270  0.096
H -4.119 -0.483 1.822  -0.005
C 0.531 3.543 -2.095  -0.080
O -0.112 3.628 -0.879  0.041
H 0.105 2.888 -2.855  0.103
H 0.661 4.565 -2.450  0.142
H 1.546 3.196 -1.900  0.119
H 0.495 4.147 -0.346  0.125
C 4.146 -0.475 3.581  -0.059
O 2.963 -0.836 2.837  -0.233
H 4.088 -1.022 4.522  0.105
H 5.059 -0.669 3.017  0.130
H 4.090 0.556 3.929  0.068
H 3.205 -1.411 2.107  0.107
C 0.383 -2.753 -3.566  -0.152
O -0.614 -3.520 -2.953  -0.122
H 1.266 -2.727 -2.927  0.074
H 0.785 -3.333 -4.396  0.112
H 0.180 -1.720 -3.849  0.084
H -0.876 -4.135 -3.642  0.112
C 0.969 -4.414 0.142  -0.039
O -0.224 -3.605 0.049  -0.263
H 0.867 -5.172 -0.635  0.120
H 1.750 -3.757 -0.241  0.100
H 1.304 -4.923 1.046  0.115
H -0.361 -3.591 -0.901  0.054

The calculation puts the total energy at -30293.9778 eV. As for the spin multiplicity: 2. Its charge is +5. For the orbital gap (alpha / beta), the calculation gives 2.855 / 3.956 eV.

---

Record 2
DFT (the ωB97M-V functional and the def2-TZVPD basis) results for 9 unconnected molecules or ions with the total composition C9H33N8O11.

Each line ends with the Löwdin charge.
Atoms and positions in Å:
O -20.586 -17.081 18.823  0.059
C -20.936 -17.491 17.556  -0.754
O -20.074 -17.250 16.672  -0.045
O -21.996 -18.143 17.338  -0.048
H -19.792 -16.839 18.252  0.118
C -21.809 -20.276 14.437  -0.142
O -20.927 -20.163 15.542  -0.147
H -22.791 -20.631 14.750  0.080
H -21.839 -19.272 13.999  0.066
H -21.403 -20.822 13.585  0.074
H -21.312 -19.479 16.109  0.024
C -17.411 -14.634 17.549  -0.153
O -16.601 -14.840 16.405  -0.129
H -18.392 -14.328 17.180  0.083
H -17.524 -15.538 18.146  0.063
H -16.944 -13.871 18.173  0.080
H -16.058 -14.083 16.189  0.070
C -22.941 -14.275 19.810  -0.163
O -21.626 -14.812 19.822  -0.142
H -22.885 -13.294 20.287  0.069
H -23.230 -13.985 18.793  0.064
H -23.665 -14.969 20.235  0.073
H -21.682 -15.776 19.819  0.013
C -25.135 -17.545 16.169  -0.178
O -24.757 -18.599 17.021  -0.140
H -24.559 -17.456 15.248  0.063
H -26.211 -17.650 16.028  0.074
H -25.057 -16.582 16.689  0.073
H -23.839 -18.476 17.305  0.015
C -19.292 -20.027 19.860  -0.676
O -18.325 -20.696 20.200  0.012
N -19.835 -20.018 18.622  0.185
N -20.159 -19.452 20.753  0.151
H -20.649 -19.462 18.421  0.060
H -19.267 -20.425 17.898  0.101
H -20.742 -18.660 20.528  0.042
H -19.946 -19.452 21.737  0.097
C -16.825 -18.956 15.938  -0.690
O -15.625 -19.227 15.917  -0.005
N -17.763 -19.796 15.472  0.164
N -17.362 -17.911 16.630  0.165
H -18.729 -19.603 15.682  0.058
H -17.475 -20.558 14.886  0.105
H -16.798 -17.270 17.157  0.078
H -18.230 -17.528 16.290  0.050
C -21.499 -16.219 13.486  -0.702
O -21.918 -15.990 12.354  -0.011
N -22.255 -16.002 14.601  0.161
N -20.337 -16.824 13.787  0.168
H -21.990 -16.486 15.442  0.062
H -23.154 -15.570 14.500  0.095
H -20.072 -16.851 14.764  0.061
H -19.732 -17.158 13.060  0.109
C -23.043 -18.067 21.408  -0.700
O -22.200 -17.192 21.596  0.025
N -23.766 -18.679 22.362  0.147
N -23.518 -18.376 20.181  0.186
H -23.584 -18.391 23.311  0.105
H -23.982 -19.648 22.195  0.099
H -24.169 -19.131 20.064  0.104
H -23.041 -18.022 19.364  0.074

The value obtained for the energy above the lowest of the compared OMol25 structures with the same formula, charge and spin is 1.683 eV. The calculation puts the total energy at -44317.1409 eV. Its charge is -1. For the orbital gap, the calculation gives 9.301 eV.

---

Record 3
DFT (the ωB97M-V functional and the def2-TZVPD basis) results for a molecular structure, C9H36BeN18O9.

Each line ends with the Löwdin charge.
Atoms and positions in Å:
Be 0.024 0.123 0.219  1.101
C -3.049 -0.419 -2.036  -0.748
O -2.043 -0.400 -1.259  -0.033
N -3.970 0.494 -2.036  0.202
N -3.295 -1.366 -2.809  0.200
H -4.679 0.299 -2.728  0.118
H -3.884 1.380 -1.558  0.129
H -4.248 -1.337 -3.143  0.130
H -2.921 -2.296 -2.685  0.119
C 1.459 3.191 1.760  -0.735
O 1.013 2.423 0.920  0.016
N 0.772 4.252 2.114  0.186
N 2.613 3.121 2.348  0.192
H -0.208 4.243 1.869  0.082
H 1.180 4.920 2.752  0.119
H 3.308 2.457 2.039  0.128
H 2.962 3.960 2.790  0.120
C 3.185 0.162 -1.667  -0.812
O 2.445 0.209 -0.720  0.033
N 4.135 -0.693 -1.794  0.175
N 3.219 0.973 -2.660  0.211
H 4.811 -0.491 -2.516  0.122
H 4.386 -1.427 -1.147  0.100
H 2.339 1.466 -2.717  0.106
H 3.841 0.703 -3.408  0.126
C 0.612 -2.427 -2.725  -0.794
O 0.453 -1.552 -1.864  0.000
N 1.729 -2.628 -3.312  0.200
N -0.312 -3.239 -3.032  0.208
H 1.976 -3.390 -3.927  0.130
H 2.389 -1.883 -3.140  0.101
H -1.272 -3.104 -2.748  0.107
H 0.124 -4.014 -3.510  0.128
C 2.262 -2.514 0.842  -0.789
O 1.501 -1.732 1.317  0.045
N 1.999 -3.703 0.347  0.200
N 3.544 -2.304 0.815  0.167
H 1.001 -3.812 0.235  0.117
H 2.745 -4.054 -0.236  0.121
H 4.224 -3.044 0.711  0.128
H 3.848 -1.391 1.122  0.129
C -0.185 1.763 -3.168  -0.790
O 0.226 1.422 -2.095  0.022
N -0.165 3.010 -3.481  0.185
N -0.647 1.046 -4.162  0.202
H -0.587 3.298 -4.352  0.123
H 0.192 3.565 -2.716  0.135
H -0.939 0.093 -3.997  0.110
H -0.808 1.513 -5.043  0.118
C -0.534 0.131 3.904  -0.702
O -0.228 0.090 2.728  0.026
N -1.781 0.342 4.320  0.165
N 0.319 0.112 4.919  0.190
H -1.991 0.568 5.282  0.117
H -2.564 0.074 3.741  0.098
H -0.042 0.551 5.754  0.118
H 1.286 0.028 4.640  0.130
C -1.451 -2.839 2.102  -0.766
O -1.320 -2.150 1.127  0.026
N -0.552 -3.680 2.648  0.182
N -2.541 -2.836 2.782  0.177
H -0.798 -4.375 3.338  0.112
H 0.446 -3.676 2.493  0.088
H -2.577 -3.207 3.721  0.123
H -3.024 -1.964 2.619  0.114
C -2.245 2.898 0.928  -0.761
O -1.564 2.092 0.324  0.023
N -2.985 2.636 1.987  0.185
N -2.133 4.169 0.810  0.176
H -3.671 3.323 2.266  0.120
H -2.908 1.698 2.352  0.096
H -1.616 4.528 0.020  0.146
H -2.830 4.617 1.388  0.128

The value obtained for the energy above the lowest of the compared OMol25 structures with the same formula, charge and spin is 7.044 eV. The calculation puts the total energy at -55558.2000 eV. Its charge is +2. For the orbital gap, the calculation gives 8.594 eV.

---

Question: Among the records above, which one has the lowest total energy?
Answer: C9H36BeN18O9

---

Please write out number 1 again, unchanged.
DFT (the ωB97M-V functional and the def2-TZVPD basis) results for a molecular structure, C9H32O9Y2.

Each line ends with the Löwdin charge.
Atoms and positions in Å:
Y 0.590 0.043 3.618  1.805
Y -1.963 -2.685 1.418  1.904
O -1.650 -0.707 0.151  -0.415
C -0.424 -0.290 -0.562  -0.241
C 0.781 0.305 0.245  -0.299
O 0.538 1.019 1.458  -0.426
H -0.649 0.616 -1.124  0.088
H -0.205 -1.108 -1.248  0.095
H 1.588 0.691 -0.379  0.131
H 1.162 -0.628 0.660  0.058
C 3.930 2.904 2.199  -0.023
O 3.158 4.018 2.647  0.127
H 4.587 3.057 1.343  0.130
H 4.496 2.612 3.084  0.123
H 3.287 2.047 2.005  0.069
H 2.473 3.805 3.285  0.123
C -3.552 1.047 -2.478  0.090
O -2.888 2.254 -1.979  0.280
H -4.553 1.186 -2.885  0.152
H -2.937 0.615 -3.268  0.170
H -3.578 0.225 -1.763  0.108
H -3.143 2.966 -2.570  0.172
C -5.860 0.451 1.343  -0.075
O -4.376 0.328 1.378  -0.164
H -6.254 0.932 0.448  0.088
H -6.360 -0.516 1.290  0.080
H -6.286 0.834 2.270  0.096
H -4.119 -0.483 1.822  -0.005
C 0.531 3.543 -2.095  -0.080
O -0.112 3.628 -0.879  0.041
H 0.105 2.888 -2.855  0.103
H 0.661 4.565 -2.450  0.142
H 1.546 3.196 -1.900  0.119
H 0.495 4.147 -0.346  0.125
C 4.146 -0.475 3.581  -0.059
O 2.963 -0.836 2.837  -0.233
H 4.088 -1.022 4.522  0.105
H 5.059 -0.669 3.017  0.130
H 4.090 0.556 3.929  0.068
H 3.205 -1.411 2.107  0.107
C 0.383 -2.753 -3.566  -0.152
O -0.614 -3.520 -2.953  -0.122
H 1.266 -2.727 -2.927  0.074
H 0.785 -3.333 -4.396  0.112
H 0.180 -1.720 -3.849  0.084
H -0.876 -4.135 -3.642  0.112
C 0.969 -4.414 0.142  -0.039
O -0.224 -3.605 0.049  -0.263
H 0.867 -5.172 -0.635  0.120
H 1.750 -3.757 -0.241  0.100
H 1.304 -4.923 1.046  0.115
H -0.361 -3.591 -0.901  0.054

The calculation puts the total energy at -30293.9778 eV. As for the spin multiplicity: 2. Its charge is +5. For the orbital gap (alpha / beta), the calculation gives 2.855 / 3.956 eV.